Here is a single C6H13N molecule from OMol25. Energies are from the ωB97M-V functional and the def2-TZVPD basis.

Bonds (Å) are listed after each position.
Positions of all 20 atoms, in Å:
1 C -1.64734 1.23863 -2.01462  C2 1.525, H8 1.097, H9 1.095, H10 1.096
2 C -0.89038 1.04653 -0.70428  C1 1.525, C3 1.534, H11 1.096, H12 1.097
3 C 0.60983 0.74388 -0.80145  C2 1.534, N4 1.454, H13 1.098, H14 1.108
4 N 0.98908 0.19579 0.49112  C3 1.454, C5 1.448, C6 1.446
5 C 2.13704 -0.67236 0.65174  N4 1.448, C6 1.487, H15 1.090, H16 1.091
6 C 0.75473 -1.22106 0.65673  N4 1.446, C5 1.487, C7 1.506, H17 1.096
7 C -0.01351 -1.64356 1.88096  C6 1.506, H18 1.095, H19 1.094, H20 1.097
8 H -1.44435 0.41613 -2.71078  C1 1.097
9 H -1.40392 2.17947 -2.51859  C1 1.095
10 H -2.72578 1.23798 -1.81779  C1 1.096
11 H -1.02109 1.91357 -0.04599  C2 1.096
12 H -1.34651 0.19939 -0.17770  C2 1.097
13 H 1.19629 1.65095 -0.99636  C3 1.098
14 H 0.81240 0.03880 -1.63182  C3 1.108
15 H 2.67863 -0.54727 1.58909  C5 1.090
16 H 2.76563 -0.89939 -0.21122  C5 1.091
17 H 0.49229 -1.76293 -0.25869  C6 1.096
18 H 0.15827 -2.69388 2.13713  C7 1.095
19 H 0.26295 -1.01367 2.73100  C7 1.094
20 H -1.08740 -1.50813 1.70119  C7 1.097

As for the net charge: 0. The value obtained for the energy relative to the best compared isomer or geometry (same formula, charge and spin) is 0.991 eV. Its HOMO-LUMO gap is 10.27 eV. The calculation puts the HOMO energy at -9.05 eV. Its structure (SMILES) is CCCN1C[C@H]1C. As for the spin multiplicity: 1.